No. 1
A molecular structure, C23H55N3O2P4Sm at a distorted geometry. Source: OMol25; level of theory: wB97M-V/def2-TZVPD.

Structure (XYZ):
```
88
Properties=species:S:1:pos:R:3:lowdin_spin:R:1
Sm 0.47259 0.58102 0.44388 5.121
P -2.08154 -1.37741 0.68279 -0.001
P 1.75938 -1.96039 0.51415 -0.011
P -1.44918 1.86287 -1.28251 -0.010
H 5.71768 0.04645 -7.12588 0.000
C 5.47266 1.11590 -7.15649 0.000
C 6.17333 2.02102 -6.45714 0.000
H 7.03664 1.72672 -5.85082 0.000
C -2.98804 -2.53953 -0.34942 -0.001
C -1.50727 -2.30173 2.13194 0.001
C -3.30340 -0.18374 1.29756 0.000
C 3.44544 -1.69868 -0.15182 0.001
C 2.17417 -2.73304 2.12014 -0.002
C 1.27039 -3.43392 -0.46032 -0.002
C -0.56137 3.01142 -2.40345 0.001
C -2.72714 3.00227 -0.62997 -0.002
C -2.44528 0.93970 -2.51946 -0.002
H 4.63555 1.41996 -7.80058 0.000
H 5.93988 3.09020 -6.51964 0.000
H -3.78736 -3.03023 0.22194 0.000
H -2.29869 -3.30482 -0.72713 0.000
H -3.43645 -2.00069 -1.19338 0.000
H -2.38086 -2.67508 2.69183 0.000
H -0.92160 -1.67058 2.81477 0.000
H -0.90088 -3.16682 1.83327 0.000
H -4.26913 -0.36710 0.80387 0.000
H -3.00800 0.85470 1.09233 0.000
H -3.45934 -0.29195 2.38294 0.000
H 4.08290 -2.51478 0.21294 0.000
H 3.84535 -0.73537 0.19036 0.000
H 3.42859 -1.69481 -1.24839 0.000
H 2.41070 -3.79417 1.96522 0.000
H 1.32408 -2.64762 2.80734 0.000
H 3.04177 -2.23067 2.56580 0.000
H 2.04692 -4.20466 -0.34097 0.000
H 1.18345 -3.16970 -1.52371 0.000
H 0.30632 -3.83277 -0.11648 0.000
H -1.26377 3.78869 -2.73254 0.000
H -0.16662 2.47088 -3.27217 0.000
H 0.27854 3.47598 -1.87211 0.000
H -2.86238 3.82088 -1.34880 0.000
H -2.40098 3.42699 0.32954 0.000
H -3.68245 2.48282 -0.49130 0.000
H -2.82009 1.64932 -3.27232 0.000
H -3.29556 0.43357 -2.04217 0.000
H -1.82039 0.18690 -3.01926 0.000
C 2.33837 0.98213 -2.36586 0.000
C 1.87326 -0.04620 -3.23071 -0.009
C 2.28244 -0.08552 -4.54592 0.000
C 3.17536 0.87643 -5.02284 -0.013
C 3.66237 1.87536 -4.17918 0.001
C 3.27132 1.93261 -2.85060 -0.010
O 1.88427 1.08365 -1.11983 -0.049
H -1.06456 -0.91364 -0.33543 -0.001
H 1.17085 -0.78028 -2.82106 0.000
H 1.91414 -0.86546 -5.21529 0.000
H 3.53362 0.83723 -6.04830 -0.001
H 4.37228 2.60686 -4.55875 0.000
H 3.62853 2.68447 -2.15230 0.000
C -1.56781 3.73527 3.64226 0.000
N -0.16641 3.28418 3.58387 0.000
C 0.59110 3.92696 2.49775 0.000
P 0.17536 1.69562 3.88852 0.000
O 0.01450 0.82697 2.64330 -0.011
N 1.74372 1.63240 4.37482 0.000
C 2.30136 0.30677 4.67732 0.000
C 2.39679 2.73007 5.07818 0.000
N -0.79371 1.13127 5.06889 0.000
C -2.06882 0.48116 4.77320 0.000
C -0.66677 1.59687 6.45090 0.000
H -1.55947 4.81882 3.47790 0.000
H -1.99836 3.52450 4.63049 0.000
H -2.19839 3.27306 2.86027 0.000
H 0.47871 5.01082 2.64101 0.000
H 1.65476 3.65762 2.54474 0.000
H 0.18363 3.67026 1.49802 0.000
H 2.02023 -0.42803 3.90614 0.000
H 3.39758 0.39316 4.69155 0.000
H 1.97325 -0.06853 5.66680 0.000
H 3.45920 2.73174 4.78747 0.000
H 1.95179 3.69454 4.80493 0.000
H 2.34760 2.61444 6.17574 0.000
H -1.91395 -0.45984 4.22477 0.000
H -2.75102 1.14337 4.20849 0.000
H -2.53241 0.24913 5.74217 0.000
H 0.38755 1.67102 6.74891 0.000
H -1.17307 2.56354 6.61328 0.000
H -1.16144 0.84158 7.07335 0.000
```

Computed properties:
- expectation value of S² = 8.784
- net charge = +3
- LUMO energy (alpha / beta) (eV) = -9.784 / -9.690
- multiplicity = 6

No. 2
2 unconnected molecules or ions with the total composition C6H14N2O2 at a distorted geometry. Source: OMol25; level of theory: wB97M-V/def2-TZVPD.

Structure (XYZ):
```
24
Properties=species:S:1:pos:R:3:nbo_charge:R:1
C -0.20458 -2.18194 1.77697 -0.422
N -0.13874 -1.69667 0.43464 -0.622
C -0.11633 -2.57715 -0.60202 0.667
C -0.27838 -1.95673 -1.95352 -0.711
O 0.03706 -3.77004 -0.42266 -0.622
H -0.82230 -3.06782 1.86860 0.224
H 0.73844 -2.39570 2.27997 0.190
H -0.69025 -1.41965 2.39815 0.202
H -0.20156 -0.70933 0.26324 0.406
H 0.68268 -1.89693 -2.48075 0.234
H -0.99396 -2.43295 -2.63413 0.243
H -0.66415 -0.93413 -1.90824 0.208
C -0.25235 2.70345 -1.63292 -0.414
N 0.47465 2.50438 -0.37833 -0.609
C -0.14624 1.88112 0.64592 0.655
C 0.71853 1.46510 1.79313 -0.719
O -1.29670 1.48137 0.53519 -0.633
H -0.94868 3.53948 -1.55861 0.202
H 0.47573 2.90089 -2.41331 0.200
H -0.77188 1.77509 -1.85535 0.219
H 1.35229 2.99070 -0.34003 0.401
H 1.78435 1.46822 1.53749 0.218
H 0.58669 1.95779 2.74922 0.245
H 0.67567 0.37146 1.89732 0.239
```

Computed properties:
- energy above the lowest of the compared OMol25 structures with the same formula, charge and spin (kcal per mole) = 20.1
- net charge = 0
- LUMO energy (eV) = 0.608
- structure (SMILES) = CNC(C)=O.CNC(C)=O

No. 3
10 unconnected molecules or ions with the total composition C6H32NO10 at a distorted geometry. Source: OMol25; level of theory: wB97M-V/def2-TZVPD.

Structure (XYZ):
```
49
Properties=species:S:1:pos:R:3:nbo_charge:R:1
C 1.64210 1.31631 -1.17708 -0.216
N 0.23341 0.94713 -1.08908 -0.653
C -0.21763 0.79238 0.33459 -0.021
C -1.74040 1.03307 0.28117 -0.451
C -2.21404 1.45637 1.65941 -0.083
O -1.96974 0.47544 2.67229 -0.795
C 0.09000 -0.62089 0.88504 -0.655
C 1.87919 1.74931 -2.63601 -0.623
H 2.36653 0.59076 -0.81207 0.167
H 1.68517 2.33432 -0.67017 0.178
H 0.06181 0.14931 -1.69053 0.348
H 0.33705 1.58804 0.82055 0.162
H -2.35216 0.17526 -0.00240 0.240
H -1.96651 1.81584 -0.45041 0.218
H -3.31096 1.66639 1.60736 0.154
H -1.97916 2.39224 2.19387 0.196
H -0.73811 -1.06579 1.38066 0.234
H 0.40090 -1.33376 0.11496 0.245
H -2.67072 -0.20722 2.68455 0.521
H 1.97872 0.82480 -3.21561 0.220
H 2.75297 2.39868 -2.66941 0.200
H 1.10307 2.41052 -3.02808 0.212
H 1.21881 -2.96382 -3.02101 0.485
H 0.93167 -1.74494 -2.18608 0.472
O 0.99916 -2.03264 -3.09735 -0.958
H -0.57429 0.92113 3.64458 0.501
H 0.69504 1.26927 4.14719 0.447
O -0.22241 1.39832 4.44520 -0.968
H 2.65600 -2.86756 0.03941 0.447
H 1.44562 -2.91951 -0.96871 0.493
O 2.46701 -2.93880 -0.89839 -1.032
H 0.45259 3.06664 2.03013 0.476
H 0.55225 3.34796 3.63299 0.495
O 0.56801 3.68860 2.73839 -0.975
H 4.54706 0.09472 1.01975 0.464
H 3.08027 0.18341 0.88317 0.471
O 3.82073 0.68248 1.25432 -0.933
H -0.03293 -4.20287 -0.49138 0.450
H -1.24470 -2.67075 -0.80051 0.522
O -0.01943 -3.33572 -0.89321 -1.195
H -2.82800 -1.77389 0.92729 0.514
H -2.90881 -2.66341 -0.98871 0.457
O -2.18976 -2.18431 -0.56831 -1.068
H -0.85722 -0.57632 -4.52100 0.481
H -0.43041 0.56442 -3.57600 0.474
O -0.74815 0.37696 -4.45821 -0.955
H 0.90757 -0.42630 1.57419 0.181
H -4.23532 -1.53523 1.21548 0.457
O -3.42184 -1.64636 1.72317 -1.001
```

Computed properties:
- energy above the lowest of the compared OMol25 structures with the same formula, charge and spin (kcal per mole) = 51.9
- net charge = -1
- LUMO energy (eV) = 2.847

No. 4
A molecular structure, C25H23BeCl3F2N3O2 at a distorted geometry. Source: OMol25; level of theory: wB97M-V/def2-TZVPD.

Structure (XYZ):
```
59
Properties=species:S:1:pos:R:3:nbo_charge:R:1
Be -0.32715 -2.61353 0.56557 1.531
C -0.77858 4.39269 0.79135 -0.635
C 0.38012 4.17371 -0.14656 -0.076
C 1.11231 5.24160 -0.64783 -0.188
C 2.18648 5.05387 -1.51142 -0.247
C 2.51206 3.76619 -1.90656 -0.205
C 1.78202 2.68153 -1.43588 -0.271
C 0.73528 2.86756 -0.53072 0.245
N -0.03322 1.80819 -0.02441 -0.669
C 0.26651 0.44246 0.15327 0.636
N 1.56919 0.14850 0.39453 -0.620
C 2.20592 -1.13763 0.45513 0.210
C 1.46277 -2.33177 0.49814 -0.619
C 2.25680 -3.49819 0.41725 -0.206
C 3.64360 -3.49283 0.34372 -0.255
C 4.32104 -2.28284 0.35934 -0.223
C 3.61561 -1.08966 0.40849 -0.099
C 4.38881 0.21145 0.40295 -0.637
N -0.64067 -0.45928 0.12799 -0.600
C -1.97073 -0.09424 -0.12341 0.147
C -2.54985 -0.40028 -1.35344 -0.208
C -3.87293 -0.07444 -1.61846 -0.215
C -4.63937 0.55707 -0.64883 -0.226
C -4.06970 0.84265 0.58819 -0.220
C -2.74509 0.52165 0.87823 -0.062
C -2.14986 0.79825 2.24115 -0.648
H -0.88704 5.45075 1.02616 0.216
H -0.63859 3.84410 1.72703 0.225
H -1.72532 4.05082 0.35783 0.218
H 0.83501 6.24815 -0.34705 0.202
H 2.75282 5.90395 -1.87631 0.207
H 3.32846 3.59582 -2.60091 0.211
H 2.00063 1.68288 -1.79354 0.228
H -1.00813 2.00562 0.11861 0.419
H 2.16615 0.94259 0.50595 0.395
H 1.76412 -4.46354 0.45143 0.218
H 4.19366 -4.42940 0.29201 0.194
H 5.40729 -2.25609 0.31947 0.187
H 5.45571 0.00275 0.47643 0.216
H 4.13452 0.86172 1.24912 0.200
H 4.23030 0.78933 -0.51151 0.205
H -1.94316 -0.91773 -2.09213 0.241
H -4.30475 -0.32234 -2.58294 0.206
H -5.67520 0.81140 -0.84443 0.201
H -4.67244 1.30985 1.36041 0.199
H -2.92814 1.10544 2.94102 0.210
H -1.39575 1.59182 2.20554 0.201
H -1.65599 -0.09366 2.63643 0.254
F -1.44240 -2.62396 3.08141 -0.429
C -1.74052 -2.48102 1.69403 -0.024
F -2.72730 -3.48610 1.43433 -0.430
H -2.32697 -1.56283 1.64578 0.091
Cl -0.37989 -6.31813 -2.26637 0.008
C -1.65637 -5.17942 -1.74485 -0.183
Cl -2.94269 -6.07197 -0.91014 0.035
Cl -2.33131 -4.37111 -3.17354 0.018
C -1.01454 -4.15161 -0.73838 0.717
O -1.05760 -2.91081 -1.01539 -0.790
O -0.47601 -4.58993 0.29667 -0.703
```

Computed properties:
- energy above the lowest of the compared OMol25 structures with the same formula, charge and spin (kcal per mole) = 10.6
- net charge = -1
- LUMO energy (eV) = 2.459

No. 5
2 unconnected molecules or ions with the total composition C4H14N3OSi at a distorted geometry. Source: OMol25; level of theory: wB97M-V/def2-TZVPD.

Structure (XYZ):
```
23
Properties=species:S:1:pos:R:3:nbo_charge:R:1
C -1.63117 -0.11419 0.53878 0.786
C 1.81270 -1.37571 -1.48415 -1.216
C 1.63909 1.77725 -1.00983 -1.214
C 2.12204 -0.44068 1.54431 -1.180
N -1.52281 -0.48238 1.80244 -0.806
N -2.97352 0.08692 0.24668 -0.465
N -3.62576 0.70796 -0.86291 -0.631
O -0.72557 0.02075 -0.29323 -0.701
Si 1.68463 0.07778 -0.22256 1.933
H 1.04516 -1.32833 -2.37204 0.287
H 2.76241 -1.82886 -1.89862 0.292
H 1.25683 -2.23352 -1.02788 0.266
H 1.57746 2.58336 -0.12793 0.270
H 2.47237 2.08065 -1.59514 0.284
H 0.82303 2.02839 -1.76689 0.307
H 1.35532 -0.25807 2.34824 0.261
H 2.45661 -1.43575 1.67057 0.280
H 3.11470 0.09340 1.74891 0.285
H -2.38359 -0.50883 2.41841 0.417
H -0.66421 -0.62418 2.31894 0.413
H -3.68339 -0.33455 0.95641 0.393
H -3.92538 0.10432 -1.68627 0.372
H -2.98696 1.40430 -1.24625 0.369
```

Computed properties:
- energy above the lowest of the compared OMol25 structures with the same formula, charge and spin (kcal per mole) = 67.2
- net charge = +1
- LUMO energy (eV) = -3.590